(1)
{
  "formula": "C2H5NP2",
  "method": "the ωB97M-V functional and the def2-TZVPD basis",
  "symbols": ["C", "C", "N", "P", "P", "H", "H", "H", "H", "H"],
  "coordinates": [[1.705487, -0.563998, 0.308486], [-2.250807, 0.456393, -0.117801], [-0.846816, 0.253166, -0.019498], [3.233526, -0.089571, -0.145064], [0.441219, 1.087048, 0.035739], [1.177037, -1.449547, 0.473873], [-2.404038, 0.824717, -1.083282], [-2.406813, 1.240333, 0.692832], [-2.741115, -0.606935, -0.055207], [4.092324, -1.151604, -0.090074]],
  "atomic_forces_ev_per_a": [[0.328, 3.737, -1.283], [0.519, -1.210, 1.996], [0.871, -0.566, 0.080], [-1.032, 1.429, 0.200], [1.348, -2.615, 0.466], [-0.593, -1.316, 0.468], [-0.962, 0.892, -1.454], [-1.201, -1.236, -1.035], [0.310, 2.371, 0.415], [0.412, -1.486, 0.145]],
  "nbo_charge": [-0.861, -0.432, -0.903, 0.423, 1.012, 0.212, 0.204, 0.212, 0.203, -0.070],
  "orbital_gap_ev": 8.1,
  "smiles": "[H]/P=C/P=N/C",
  "homo_energy_ev": -8.4
}

=====

(2)
{
  "formula": "C2H5NP2",
  "method": "the ωB97M-V functional and the def2-TZVPD basis",
  "symbols": ["C", "C", "N", "P", "P", "H", "H", "H", "H", "H"],
  "coordinates": [[0.638496, 0.471529, -1.095147], [0.119106, -0.567960, -0.382943], [1.243798, 1.239320, -1.709045], [0.923352, -0.526290, 1.316773], [-1.777751, -0.360619, -0.434704], [0.254580, -1.859565, -0.946691], [2.067066, 0.330952, 1.066997], [0.121643, 0.617062, 1.576789], [-1.719335, -0.498555, 0.960959], [-1.870955, 1.154125, -0.352988]],
  "atomic_forces_ev_per_a": [[2.561, 1.510, -2.881], [-1.301, -5.284, -0.231], [-0.514, 0.251, 0.173], [-0.303, 0.582, 0.219], [0.326, 1.128, 0.629], [-0.010, 4.271, 1.503], [-0.510, -0.619, -0.236], [0.219, -0.089, 0.513], [-0.874, -0.056, 0.322], [0.406, -1.694, -0.011]],
  "nbo_charge": [0.199, -0.851, -0.303, 0.358, 0.364, 0.283, 0.006, -0.023, -0.033, 0.001],
  "orbital_gap_ev": 10.3,
  "homo_energy_ev": -10.0
}

=====

(3)
{
  "formula": "C2H5NP2",
  "method": "the ωB97M-V functional and the def2-TZVPD basis",
  "symbols": ["C", "C", "N", "P", "P", "H", "H", "H", "H", "H"],
  "coordinates": [[0.631392, 0.632865, -1.048542], [-0.168150, 0.007100, 0.030750], [1.353824, 1.071355, -1.815585], [-0.084284, -1.828697, -0.149506], [0.124586, 0.639476, 1.688501], [-1.843836, 1.255089, -0.334893], [-1.486354, -2.132863, 0.305215], [-0.361654, -1.645234, -1.506932], [1.434260, 0.062211, 1.676307], [0.400215, 1.938699, 1.154684]],
  "atomic_forces_ev_per_a": [[-2.232, -1.446, 2.789], [2.844, -1.321, -1.554], [0.882, 0.757, -1.310], [-1.724, 0.740, 0.372], [-0.259, 0.629, -0.029], [-0.945, 0.727, -0.159], [1.347, 0.298, -0.546], [-0.203, -0.676, -0.395], [-0.065, 0.552, 0.181], [0.355, -0.260, 0.652]],
  "lowdin_spin": [0.089, 0.691, 0.128, 0.120, 0.096, 0.780, 0.034, 0.010, 0.048, 0.005],
  "orbital_gap_ev": [8.9, 7.7],
  "homo_energy_ev": [-8.3, -10.3],
  "multiplicity": 3
}

=====

(4)
{
  "formula": "C2H5NS",
  "method": "the ωB97M-V functional and the def2-TZVPD basis",
  "symbols": ["C", "C", "N", "S", "H", "H", "H", "H", "H"],
  "coordinates": [[-0.307512, -0.429473, -0.472313], [0.648779, 0.891342, 0.459160], [0.709452, -1.434104, -0.344915], [1.803169, -0.522622, 0.709578], [-1.439213, -0.324112, -0.185463], [-0.115523, -0.132226, -1.447281], [0.933739, 1.739048, -0.164076], [0.223900, 1.223024, 1.395110], [0.508001, -2.338404, 0.053651]],
  "atomic_forces_ev_per_a": [[-0.194, 4.315, 2.283], [-1.667, -3.067, -1.379], [1.059, -0.928, 1.343], [-0.089, 0.191, -0.399], [2.250, -1.300, -0.231], [-0.857, 1.171, -1.949], [0.236, -0.428, -0.084], [-0.255, -0.021, 0.089], [-0.482, 0.067, 0.327]],
  "nbo_charge": [-0.192, -0.551, -0.765, 0.326, 0.214, 0.185, 0.207, 0.202, 0.374],
  "orbital_gap_ev": 8.5,
  "homo_energy_ev": -7.9
}

=====

(5)
{
  "formula": "C2H5NS2",
  "method": "the ωB97M-V functional and the def2-TZVPD basis",
  "symbols": ["C", "C", "N", "S", "S", "H", "H", "H", "H", "H"],
  "coordinates": [[-1.622561, 1.654088, -0.642488], [1.114776, -0.946665, -0.014296], [-0.665207, 0.931977, -0.234836], [1.004478, -2.320117, 1.158629], [-0.415802, -0.758286, -0.987946], [-1.795958, 2.542862, 0.028955], [-2.247210, 1.644399, -1.468376], [2.064892, -1.112026, -0.563752], [1.160295, 0.009612, 0.504550], [1.402297, -1.645844, 2.219561]],
  "atomic_forces_ev_per_a": [[1.482, 1.573, 2.835], [0.501, -0.250, -0.249], [-0.780, -2.039, -1.009], [-0.219, -0.504, -0.036], [0.565, 2.372, 0.688], [0.292, -0.624, -0.794], [-1.157, -0.912, -1.738], [-0.966, 0.330, -0.239], [0.140, -0.212, 0.071], [0.142, 0.266, 0.470]],
  "nbo_charge": [-0.074, -0.696, -0.495, -0.033, 0.328, 0.175, 0.171, 0.230, 0.271, 0.123],
  "orbital_gap_ev": 9.5,
  "smiles": "C=NSCS",
  "homo_energy_ev": -8.8
}

=====

(6)
{
  "formula": "C2H5NS2",
  "method": "the ωB97M-V functional and the def2-TZVPD basis",
  "symbols": ["C", "C", "H", "H", "H", "H", "H", "N", "S", "S"],
  "coordinates": [[0.286741, 0.528033, -0.406323], [0.380706, -0.880904, -0.181508], [-0.793763, 2.323263, 0.277397], [-1.778737, 0.857761, -0.148703], [1.362933, 0.854056, -0.469735], [0.030587, 0.865573, -1.433355], [0.114627, -2.629917, 1.520234], [-0.695976, 1.288837, 0.552173], [0.494968, -1.174767, 1.732427], [0.597913, -2.031935, -1.442608]],
  "atomic_forces_ev_per_a": [[-0.220, 4.114, -1.205], [0.616, -3.686, 0.254], [0.712, -1.910, 0.193], [3.761, 1.771, 3.190], [-0.658, 0.220, 1.176], [-0.141, -1.109, 0.279], [1.026, 2.841, 0.563], [-3.190, -1.376, -4.105], [-1.288, -3.086, -3.277], [-0.618, 2.222, 2.930]],
  "nbo_charge": [-0.413, -0.144, 0.370, 0.329, 0.253, 0.227, 0.181, -0.790, -0.010, -0.003],
  "orbital_gap_ev": 8.3,
  "homo_energy_ev": -8.9
}

=====

(7)
{
  "formula": "C2H5NS2",
  "method": "the ωB97M-V functional and the def2-TZVPD basis",
  "symbols": ["C", "C", "H", "H", "H", "H", "H", "N", "S", "S"],
  "coordinates": [[-1.695795, 1.361079, 0.096864], [0.813825, 0.883646, -0.147257], [-1.359789, 2.369635, 0.282950], [-2.326251, 0.936448, 0.943525], [-2.249110, 1.117172, -0.936759], [0.157237, -1.652212, 0.216333], [0.950642, 2.009359, -0.281819], [-0.528035, 0.448940, -0.031994], [-1.164027, -1.191182, -0.032910], [2.027486, -0.145776, 0.051791]],
  "atomic_forces_ev_per_a": [[-0.732, -2.621, -1.775], [-3.314, 0.003, 0.628], [-0.219, 0.288, -0.275], [0.676, 0.929, -1.002], [0.561, 1.490, 2.315], [-1.282, 0.141, -0.265], [-0.543, -1.554, 0.218], [0.824, 1.418, 0.067], [2.811, 0.458, 0.327], [1.220, -0.553, -0.238]],
  "nbo_charge": [-0.424, -0.125, 0.218, 0.220, 0.208, 0.172, 0.219, -0.534, 0.131, -0.085],
  "orbital_gap_ev": 9.0,
  "smiles": "CN(S)C=S",
  "homo_energy_ev": -8.4
}

=====

(8)
{
  "formula": "C2H5NS2",
  "method": "the ωB97M-V functional and the def2-TZVPD basis",
  "symbols": ["C", "C", "H", "H", "H", "H", "H", "N", "S", "S"],
  "coordinates": [[1.232183, 0.217731, 0.437393], [-0.874815, -0.944255, 0.058130], [1.371676, -0.845296, 0.748963], [1.350413, 1.112019, 1.246436], [2.232073, 0.482205, -0.285999], [-1.928136, 1.016686, -1.021035], [-0.182976, -1.884202, 0.440309], [-0.073361, 0.040777, -0.322806], [-0.540117, 1.529343, -1.211960], [-2.586940, -0.725007, -0.089430]],
  "atomic_forces_ev_per_a": [[2.617, 0.572, -1.615], [-0.717, -0.583, 0.039], [0.568, 1.248, 0.679], [-1.200, -2.505, -1.682], [-3.099, -0.826, 1.475], [1.358, 0.643, -0.225], [-2.416, 2.239, -0.553], [2.289, 2.459, 0.559], [-1.597, -2.120, 1.205], [2.198, -1.126, 0.117]],
  "nbo_charge": [-0.435, -0.035, 0.208, 0.244, 0.214, 0.178, 0.225, -0.517, 0.079, -0.161],
  "orbital_gap_ev": 8.9,
  "smiles": "CN(S)C=S",
  "homo_energy_ev": -8.7
}

=====

(9)
{
  "formula": "C2H5NS2",
  "method": "the ωB97M-V functional and the def2-TZVPD basis",
  "symbols": ["C", "C", "N", "S", "S", "H", "H", "H", "H", "H"],
  "coordinates": [[-2.059911, 0.103430, 0.115338], [1.739511, -0.100188, -0.092439], [-1.914748, -1.080550, -0.160032], [0.966445, 1.508156, -0.540716], [-0.580971, 1.618500, 0.772846], [-2.979930, 0.606309, 0.245154], [-1.034412, -1.556127, -0.273042], [2.049929, -0.143693, 0.938278], [2.619011, 0.021506, -0.695202], [1.195077, -0.977342, -0.310187]],
  "atomic_forces_ev_per_a": [[2.626, 1.200, 0.940], [0.609, 1.862, 0.142], [-0.558, -0.043, -0.383], [-0.453, -1.023, 0.427], [-1.602, -1.673, -0.765], [-0.986, 0.458, 0.047], [0.409, 0.337, 0.172], [-0.011, 0.280, 0.438], [0.676, -0.709, -0.374], [-0.710, -0.689, -0.644]],
  "nbo_charge": [0.192, -0.724, -0.616, 0.099, -0.149, 0.176, 0.379, 0.222, 0.221, 0.200],
  "orbital_gap_ev": 9.0,
  "smiles": "[H]/N=C\\SSC",
  "homo_energy_ev": -8.4
}

=====

(10)
{
  "formula": "C2H5NS2",
  "method": "the ωB97M-V functional and the def2-TZVPD basis",
  "symbols": ["C", "C", "H", "H", "H", "H", "H", "N", "S", "S"],
  "coordinates": [[0.198574, -0.721459, 0.274132], [-0.886340, 0.269852, 0.118675], [2.232728, -0.755287, 0.091023], [1.391702, -0.157417, -1.302125], [0.278032, -0.839828, 1.374180], [-0.189766, -1.755148, -0.096355], [-1.661313, 2.432746, -0.108737], [1.485872, -0.253907, -0.254890], [-0.392206, 1.983222, 0.026665], [-2.457279, -0.202776, -0.122568]],
  "atomic_forces_ev_per_a": [[0.496, -1.677, 0.446], [-1.851, 0.833, -1.250], [1.855, -1.286, 0.275], [0.824, -0.441, 1.764], [0.226, -0.036, -0.365], [0.665, 1.749, 0.394], [0.276, -0.175, 0.060], [-3.380, 1.538, -1.958], [-0.219, -0.871, 0.207], [1.108, 0.364, 0.427]],
  "nbo_charge": [-0.329, -0.246, 0.375, 0.375, 0.232, 0.211, 0.144, -0.837, 0.096, -0.022],
  "orbital_gap_ev": 8.4,
  "smiles": "NCC(=S)S",
  "homo_energy_ev": -8.7
}

=====

We obtain E values of -816.53722 -816.55163 -816.42462 -532.03168 -930.26273 -930.20323 -930.26981 -930.23314 -930.27245 -930.30289 hartree for the records listed above, in that order.
We obtain max |F| values of 3.965 5.446 3.854 4.886 3.565 5.378 3.373 3.530 3.037 4.198 eV/A for the records listed above, in that order.